122
Properties=species:S:1:pos:R:3:forces:R:3:mulliken_charge:R:1 method="wB97M-V/def2-TZVPD" orbital_gap_ev=8.450 total_energy_ha=-7902.28830 largest_force_ev_per_a=3.43 total_charge=0
C -6.94957 3.22521 1.28643 1.6 -0.1 1.1 -0.9295
P -6.64914 4.98554 0.73991 -2.0 1.1 -0.3 0.0470
O -6.47651 5.83469 2.21018 1.1 -1.1 -1.2 -0.4721
C -4.94348 5.13113 -0.05944 0.9 -1.3 1.0 0.0925
C -4.18094 3.77946 -0.02813 1.2 0.6 -1.1 -0.9848
C -2.63696 3.93690 -0.31210 0.0 -0.6 0.9 0.0145
C -1.95296 4.94931 0.66522 -0.7 -1.1 -0.5 -0.2415
F -1.69910 6.18954 0.05720 -0.1 -0.5 0.3 -0.3340
O -5.02742 5.59997 -1.42739 0.1 0.6 0.9 -0.3581
C -4.88475 6.97152 -1.43711 0.9 -0.7 0.7 0.1969
O -5.70684 7.67861 -1.88041 -1.4 1.2 -1.2 -0.4139
H -6.80665 2.48826 0.47374 -0.3 0.5 0.3 0.3232
H -6.18503 2.98059 2.06816 -0.5 0.0 -0.5 0.2548
H -7.92552 3.12080 1.80109 0.4 0.3 -0.7 0.3246
H -5.53642 5.74179 2.44790 -0.4 0.2 0.5 0.3578
H -4.37484 5.90614 0.50712 -0.3 -0.5 -0.1 0.3965
H -4.25225 3.24137 0.93774 -0.4 0.4 -0.5 0.1988
H -4.57258 3.16109 -0.86492 -0.1 0.1 0.8 0.4009
H -2.19756 2.93195 -0.05538 -0.3 0.9 -0.5 -0.1255
H -2.41462 4.13449 -1.37680 -0.1 0.2 0.6 0.4340
H -1.02587 4.48086 1.04247 -0.2 0.8 -0.2 0.2036
H -2.66987 5.11013 1.50072 0.7 0.1 -0.2 0.2631
H -3.96969 7.42653 -0.98794 -0.1 -0.9 0.0 0.3397
O -0.83390 1.73093 1.63046 0.1 0.4 -0.1 -0.5532
S 0.28399 1.43558 0.79963 0.1 -1.0 -0.3 1.0967
O 1.29894 2.38772 0.51503 -0.2 0.2 0.3 -0.5978
O -0.27187 0.84328 -0.58913 -0.1 0.2 0.6 -0.2175
C 0.26919 -0.46771 -0.80844 0.5 -0.4 0.2 -0.4223
C 0.51612 -1.02641 0.57532 -0.5 -0.4 -0.1 0.0234
O 0.98330 0.09459 1.34326 0.1 0.6 -0.4 -0.2091
H 1.20185 -0.36135 -1.36466 0.0 0.0 0.0 0.2628
H -0.42334 -1.07344 -1.38035 -0.1 0.2 0.1 0.4344
H 1.25318 -1.82913 0.57835 -0.1 0.5 0.1 0.1110
H -0.41280 -1.38415 1.02867 0.0 0.0 0.0 0.2042
O -9.63577 12.98027 -3.07154 -0.3 0.0 0.2 -0.5466
S -9.68920 11.77804 -2.31789 0.7 -0.4 0.0 1.0981
O -10.83319 11.39256 -1.57033 -0.1 0.2 -0.3 -0.5384
O -8.39990 11.72713 -1.35807 -0.3 0.2 -0.6 -0.3198
C -7.63350 10.54672 -1.63547 0.0 -0.6 0.2 -0.2905
C -7.89785 10.24084 -3.09413 0.6 0.2 -0.2 -0.3505
O -9.28380 10.55427 -3.28586 -0.3 0.1 0.5 -0.2525
H -7.99655 9.74340 -0.99106 0.1 0.0 0.0 0.3047
H -6.57890 10.72112 -1.43623 -0.1 0.2 0.0 0.3084
H -7.69946 9.20103 -3.34287 -0.3 0.0 0.0 0.3098
H -7.31031 10.88933 -3.74872 0.0 0.0 0.0 0.2869
O 3.27319 -5.61736 1.30060 -1.0 1.9 -2.7 -0.4373
S 2.62633 -4.41729 1.67051 -0.1 -0.4 0.6 1.1128
O 2.39498 -3.34710 0.75097 0.3 -0.4 0.0 -0.6590
O 3.37262 -3.82128 2.96514 -0.2 -0.2 -0.5 -0.1687
C 2.44214 -3.68396 4.04464 -0.4 0.4 0.2 -0.3846
C 1.40203 -4.76001 3.80402 0.3 -0.4 0.5 -0.0816
O 1.22885 -4.78498 2.38003 0.3 0.6 -0.3 -0.3499
H 2.00180 -2.68520 3.99004 0.0 0.0 0.1 0.2608
H 2.94805 -3.80309 5.00028 0.2 -0.1 -0.2 0.3740
H 0.45903 -4.54607 4.30223 -0.1 0.1 -0.3 0.3551
H 1.76385 -5.74069 4.11802 0.0 0.0 0.0 -0.0191
O 3.97736 -6.57831 2.97095 0.7 -1.7 2.8 -0.4194
S 3.98016 -7.83329 3.64758 1.0 -0.4 -0.1 1.0388
O 2.85409 -8.29941 4.38285 -0.2 0.3 -0.2 -0.6454
O 5.28430 -7.89794 4.59506 -0.4 0.2 -0.5 -0.3234
C 6.08640 -9.02713 4.23569 0.1 -0.8 0.2 -0.4483
C 5.81663 -9.25113 2.76433 0.6 0.4 -0.1 -0.0261
O 4.41586 -8.97581 2.60358 -0.4 0.1 0.7 -0.4135
H 5.75794 -9.88274 4.83171 0.0 0.0 0.0 0.3092
H 7.13631 -8.82797 4.43808 -0.2 0.1 0.0 0.2039
H 6.04898 -10.26511 2.44777 -0.4 0.1 0.2 0.2593
H 6.37198 -8.54500 2.15036 0.0 -0.1 0.0 0.2651
O 7.21738 -9.68269 0.14050 0.3 -0.1 0.0 -0.4804
S 7.19093 -11.09913 0.20990 -0.2 -0.3 -0.7 1.2501
O 7.96653 -11.83584 1.14140 -0.1 0.3 0.2 -0.5976
O 7.46698 -11.67719 -1.26833 -0.3 0.4 0.3 -0.3170
C 6.37052 -12.49940 -1.68017 -0.1 -0.5 0.1 -0.3967
C 5.16398 -11.93909 -0.95371 -0.2 0.3 -0.5 -0.3398
O 5.65553 -11.57415 0.33940 0.6 -0.3 0.0 -0.2641
H 6.57877 -13.52619 -1.37035 0.0 0.0 0.0 0.2952
H 6.25476 -12.46459 -2.76143 0.2 0.2 0.0 0.3147
H 4.35631 -12.66223 -0.86704 0.1 0.0 0.3 0.3100
H 4.79111 -11.03535 -1.44193 0.0 -0.1 0.0 0.2979
O -14.50836 8.24150 -7.24115 0.1 -0.2 -0.1 -0.5311
S -13.15532 8.28201 -6.81373 0.1 0.4 0.4 1.0899
O -12.13943 7.50457 -7.42682 -0.2 0.0 -0.2 -0.5298
O -13.12190 8.02158 -5.22362 -0.3 0.3 -0.5 -0.3282
C -12.49769 9.12932 -4.56591 0.6 0.2 0.2 -0.2121
C -12.77797 10.32466 -5.45203 -0.5 0.2 0.3 -0.3067
O -12.67133 9.81998 -6.78711 0.2 -0.6 0.1 -0.3275
H -11.42613 8.92781 -4.49985 0.0 0.1 0.0 0.2321
H -12.90419 9.25371 -3.56434 -0.1 -0.2 -0.1 0.3121
H -12.07331 11.13755 -5.29011 0.1 -0.1 -0.2 0.2939
H -13.79669 10.69397 -5.30966 0.0 0.0 0.1 0.3043
O 6.37672 0.95388 4.61303 -0.1 -0.2 0.2 -0.5670
S 5.40346 0.12095 4.00264 0.0 0.0 -0.6 1.0630
O 4.28634 -0.39210 4.71149 0.1 0.2 0.1 -0.5173
O 6.16936 -1.10377 3.28603 0.0 0.5 0.1 -0.2312
C 5.85431 -1.11845 1.89094 -0.5 -0.3 -0.4 0.0504
C 5.56802 0.32538 1.53303 0.5 0.1 -0.1 -0.3676
O 4.86915 0.84703 2.66699 -0.1 -0.5 0.4 -0.2691
H 4.97023 -1.74498 1.74834 0.0 0.0 0.0 -0.0725
H 6.68426 -1.52872 1.31879 0.1 0.0 0.2 0.3360
H 4.96515 0.42059 0.63268 -0.2 0.1 0.2 0.3380
H 6.49295 0.89550 1.41215 0.0 0.0 0.0 0.2709
O -1.10094 0.51434 -5.30503 -0.1 -0.1 0.3 -0.5557
S 0.04567 0.02196 -4.63360 0.4 0.2 -0.4 1.0593
O -0.04078 -0.87381 -3.53359 -0.2 0.0 -0.5 -0.4809
O 0.95996 1.27805 -4.20707 -0.3 -0.3 -0.3 -0.2699
C 2.26242 1.14827 -4.78345 0.5 -0.2 0.1 -0.2842
C 2.05057 0.35667 -6.05832 0.0 0.5 -0.4 -0.3653
O 1.04941 -0.60934 -5.72433 0.0 0.0 0.6 -0.2996
H 2.89509 0.60296 -4.07871 0.0 0.0 0.0 0.2541
H 2.69387 2.12910 -4.97195 -0.2 0.1 0.1 0.3107
H 2.95900 -0.13451 -6.39950 -0.2 -0.2 0.1 0.3094
H 1.65778 0.98949 -6.85791 0.1 0.0 0.0 0.3046
O 8.36672 -7.50695 2.87196 0.0 -0.2 0.2 -0.4017
S 9.24697 -7.02825 3.87758 0.3 0.9 0.0 1.0568
O 9.79418 -7.86992 4.87921 -0.1 -0.2 -0.2 -0.5781
O 8.55256 -5.76198 4.58966 0.1 -0.3 -0.5 -0.2972
C 9.39379 -4.61190 4.46479 0.4 0.3 0.3 -0.2890
C 10.16845 -4.83143 3.18141 -0.4 0.3 -0.3 -0.3535
O 10.45155 -6.23385 3.16192 -0.2 -0.2 0.6 -0.3234
H 10.05994 -4.58054 5.33009 0.0 0.0 0.0 0.2846
H 8.79483 -3.70366 4.43681 -0.2 -0.2 0.0 0.2957
H 11.08923 -4.25365 3.14631 0.1 -0.3 0.0 0.3323
H 9.55877 -4.59685 2.30505 0.0 0.0 0.0 0.2544


7
Properties=species:S:1:pos:R:3:forces:R:3:nbo_charge:R:1 method="wB97M-V/def2-TZVPD" orbital_gap_ev=9.004 total_energy_ha=-890.98586 e_above_lowest_kj_mol=111.5 largest_force_ev_per_a=5.46 total_charge=0
S 0.96209 0.01196 -2.73472 -0.2 -0.5 0.3 -0.1584
C -0.00725 -0.42333 -1.46143 4.4 3.0 -1.1 -0.0536
N 0.27875 -0.00291 -0.23328 -1.8 -0.7 1.6 -0.6891
S -0.86176 -0.26820 1.06190 0.4 -0.1 0.0 0.1615
H -0.85033 -0.92253 -1.67162 -3.3 -1.8 0.0 0.1943
H 1.18391 0.27228 0.08212 0.6 0.2 -0.6 0.4220
H -0.57504 0.85685 1.74542 -0.1 0.0 -0.3 0.1233